C2H7N2 | ωB97M-V/def2-TZVPD

Atoms and positions in Å:
N -0.71204 1.78781 0.23174
H -1.08701 1.98325 -0.70397
H 0.59693 -2.23925 -1.20579
N 0.26096 -1.78753 -0.31680
H -0.72831 -1.91586 -0.12995
H 0.21314 0.46208 1.55333
H 1.38245 -0.03904 -0.88731
C -0.17538 0.53598 0.49847
C 0.54155 -0.30179 -0.30614
H 0.85057 -2.39493 0.35442
H -0.09169 2.56275 0.53507

* HOMO level: -13.050 eV
* molecular weight: 59.09 g mol⁻¹
* maximum force: 3.464 eV Å⁻¹
* orbital gap: 8.23 eV
* energy relative to the best compared isomer or geometry (same formula, charge and spin): 346.4 kJ/mol
* E_LUMO: -4.821 eV
* total charge: +1

Here are the natural (NBO) charges for atoms 1 to 8, given in e: -0.739 0.405 0.463 -0.711 0.458 0.201 0.237 0.050

=====

C2H7N2 | ωB97M-V/def2-TZVPD

Atoms and positions in Å:
N -2.90120 0.39712 0.42639
N 2.32708 -0.45304 -0.22950
H -1.91640 0.40929 0.09418
C -0.06328 -0.15356 -0.34103
C 1.08214 0.05909 0.29947
H 3.06120 0.25110 -0.41131
H 2.32024 -1.04516 -1.05587
H -0.14661 -0.97528 -1.09060
H 1.25612 0.92463 0.93294
H -3.26266 1.30560 0.75155
H -3.41450 0.13952 -0.43847

* HOMO level: -14.278 eV
* molecular weight: 59.09 g mol⁻¹
* maximum force: 3.773 eV Å⁻¹
* orbital gap: 5.24 eV
* energy relative to the best compared isomer or geometry (same formula, charge and spin): 640.0 kJ/mol
* E_LUMO: -9.040 eV
* total charge: +1

Here are the natural (NBO) charges for atoms 1 to 8, given in e: -0.960 -0.595 0.302 0.203 -0.083 0.428 0.413 0.244

=====

C2H7N2 | ωB97M-V/def2-TZVPD

Atoms and positions in Å:
H 1.42993 -0.00021 -2.38218
C -0.53968 0.19729 0.10689
H 0.19243 0.87120 2.01330
H -1.35939 0.41508 1.99497
H -0.20407 -0.24484 -2.47689
H -1.55511 0.12358 -0.25192
N 0.62059 -0.37762 -1.90798
H -0.18546 -0.75659 1.91976
C 0.55114 -0.15216 -0.57758
H 1.49294 -0.25567 -0.04629
N -0.44332 0.17995 1.60793

* HOMO level: -13.586 eV
* molecular weight: 59.09 g mol⁻¹
* maximum force: 0.897 eV Å⁻¹
* orbital gap: 9.87 eV
* energy relative to the best compared isomer or geometry (same formula, charge and spin): 108.8 kJ/mol
* E_LUMO: -3.718 eV
* total charge: +1

Here are the natural (NBO) charges for atoms 1 to 8, given in e: 0.410 -0.233 0.445 0.451 0.400 0.232 -0.753 0.444

=====

C2H7N2 | ωB97M-V/def2-TZVPD

Atoms and positions in Å:
N -0.27390 0.49072 1.53772
H 0.08762 -0.49716 1.85135
C -0.45647 0.85076 0.31269
C 0.45016 -1.04670 -0.86170
H 0.65593 -1.31828 -1.90273
H -0.37345 0.79359 -1.66776
H -0.46053 1.19154 2.26862
H 1.50250 -0.86387 -0.44073
N -0.11034 0.34312 -0.82265
H -0.89884 1.86512 0.04984
H -0.12268 -1.80884 -0.32465

* HOMO level: -15.879 eV
* molecular weight: 59.09 g mol⁻¹
* maximum force: 4.710 eV Å⁻¹
* orbital gap: 12.46 eV
* energy relative to the best compared isomer or geometry (same formula, charge and spin): 59.6 kJ/mol
* E_LUMO: -3.415 eV
* total charge: +1

Here are the natural (NBO) charges for atoms 1 to 8, given in e: -0.735 0.455 0.386 -0.466 0.257 0.440 0.454 0.231

=====

C2H7N2 | ωB97M-V/def2-TZVPD

Atoms and positions in Å:
H 1.50776 -0.17194 1.54198
H 2.59261 -0.21805 -1.13174
N 2.51950 -0.05745 -0.12855
H 3.25812 0.53636 0.24994
H -0.09714 -1.12464 -0.68110
H -3.16318 0.74091 0.76246
C 1.30514 -0.01073 0.47142
C 0.12262 -0.17197 -0.16530
N -2.81335 0.07758 0.04234
H -1.77946 0.23266 -0.19738
H -3.45263 0.16727 -0.76407

* HOMO level (alpha / beta): -20.759 / -20.738 eV
* molecular weight: 59.09 g mol⁻¹
* maximum force: 4.269 eV Å⁻¹
* orbital gap (alpha / beta): 8.34 / 7.19 eV
* spin multiplicity: 2
* energy relative to the best compared isomer or geometry (same formula, charge and spin): 502.0 kJ/mol
* E_LUMO (alpha / beta): -12.422 / -13.550 eV
* expectation value of S²: 0.76
* total charge: +2

Here are the natural (NBO) charges for atoms 1 to 8, given in e: 0.346 0.441 -0.584 0.468 0.253 0.429 0.007 0.130

=====

C2H7N2O | ωB97M-V/def2-TZVPD

Atoms and positions in Å:
C -1.88596 -1.44155 0.28175
O 1.35186 0.84764 -0.93748
H 1.95470 2.75324 -0.44477
H -1.70732 -2.14156 -0.55630
H -0.25199 -0.17222 -0.11812
C 2.35618 1.71015 -0.73750
N -0.94705 -0.44625 0.57224
H 2.98267 1.90515 -1.64157
H 2.96852 1.62113 0.20928
H -0.41164 -0.53726 1.44969
H -3.26222 -2.54797 1.06037
N -3.14774 -1.55050 0.86243

* HOMO level (alpha / beta): 4.224 / 1.298 eV
* molecular weight: 75.09 g mol⁻¹
* maximum force: 2.176 eV Å⁻¹
* orbital gap (alpha / beta): 2.91 / 5.81 eV
* spin multiplicity: 2
* energy relative to the best compared isomer or geometry (same formula, charge and spin): 31.1 kJ/mol
* E_LUMO (alpha / beta): 7.139 / 7.108 eV
* expectation value of S²: 0.75
* total charge: -2

Here are the natural (NBO) charges for atoms 1 to 8, given in e: -0.032 -0.963 0.036 0.043 0.417 -0.186 -0.906 0.064

=====

C2H7N2O | ωB97M-V/def2-TZVPD

Atoms and positions in Å:
O -0.70818 -0.04427 0.00708
H 2.20671 1.07531 1.76545
N -2.83604 0.31098 -0.73596
H 0.80615 -0.32659 0.41032
N 1.85408 -0.32783 0.32742
C -1.69908 -0.37110 -0.62915
H -1.74184 -1.27958 -1.24400
H -3.02934 1.16177 -0.21875
H -3.48786 0.08576 -1.45288
C 2.61698 0.30649 1.11338
H 3.69966 0.29125 1.04804
H 2.31876 -0.88219 -0.39094

* HOMO level: -14.653 eV
* molecular weight: 75.09 g mol⁻¹
* maximum force: 1.451 eV Å⁻¹
* orbital gap: 9.86 eV
* energy relative to the best compared isomer or geometry (same formula, charge and spin): 60.9 kJ/mol
* E_LUMO: -4.793 eV
* total charge: +1

Here are the natural (NBO) charges for atoms 1 to 8, given in e: -0.703 0.226 -0.763 0.483 -0.567 0.567 0.134 0.417

=====

C2H7N2O | ωB97M-V/def2-TZVPD

Atoms and positions in Å:
C -0.61052 -0.05949 0.44727
H 2.59602 -0.69910 -0.15413
H -2.54917 0.12940 0.34231
O -0.02624 -1.31948 0.39477
H 1.95840 0.45358 1.00723
H -1.76000 0.85619 -0.98362
N 0.73384 -0.42781 -0.53051
C 1.86875 0.10775 -0.04210
N -1.81526 0.12196 -0.37115
H -0.52079 0.52198 1.34018
H -1.90983 -0.76289 -0.89037
H 2.03481 1.07791 -0.55988

* HOMO level: -14.964 eV
* molecular weight: 75.09 g mol⁻¹
* maximum force: 7.860 eV Å⁻¹
* orbital gap: 11.01 eV
* energy relative to the best compared isomer or geometry (same formula, charge and spin): 508.0 kJ/mol
* E_LUMO: -3.957 eV
* total charge: +1

Here are the natural (NBO) charges for atoms 1 to 8, given in e: 0.260 0.250 0.457 -0.347 0.217 0.454 -0.060 -0.495

=====

C2H7N2O | ωB97M-V/def2-TZVPD

Atoms and positions in Å:
N -1.31839 -1.38076 0.70470
H 0.59325 -1.62080 0.56117
N 1.45837 1.93897 -0.85491
C -0.29706 -2.11481 0.93313
H -1.16867 -0.47315 0.22228
H -0.40190 -3.15194 1.22065
C 0.19577 1.49883 -1.04261
H -2.20125 -1.58979 1.17035
O -0.12090 0.33197 -0.85488
H 1.72077 2.89878 -0.70942
H 2.06204 1.33634 -0.31495
H -0.52202 2.32636 -1.03551

* HOMO level: -14.594 eV
* molecular weight: 75.09 g mol⁻¹
* maximum force: 2.716 eV Å⁻¹
* orbital gap: 9.50 eV
* energy relative to the best compared isomer or geometry (same formula, charge and spin): 105.4 kJ/mol
* E_LUMO: -5.096 eV
* total charge: +1

Here are the natural (NBO) charges for atoms 1 to 8, given in e: -0.572 0.237 -0.774 0.140 0.474 0.240 0.566 0.434

=====

C2H7N2O | ωB97M-V/def2-TZVPD

Atoms and positions in Å:
H 0.03038 0.73107 0.27660
N -0.37619 0.39381 -1.08311
H -1.58092 -0.19489 -3.14344
N 0.35666 0.75103 1.37501
H 0.67022 -1.13334 1.22070
H 0.13409 1.60436 1.97308
H 0.16212 -1.56713 -1.47440
C -0.35130 -0.67357 -1.77043
H -0.73504 1.06323 -1.70276
C 0.79995 -0.33848 1.90238
O -1.02463 -0.94668 -2.80628
H 0.90011 -0.41172 2.94686

* HOMO level: -15.400 eV
* molecular weight: 75.09 g mol⁻¹
* maximum force: 3.805 eV Å⁻¹
* orbital gap: 10.74 eV
* energy relative to the best compared isomer or geometry (same formula, charge and spin): 185.0 kJ/mol
* E_LUMO: -4.658 eV
* total charge: +1

Here are the natural (NBO) charges for atoms 1 to 8, given in e: 0.442 -0.782 0.503 -0.583 0.204 0.428 0.173 0.513

=====

C2H7N2O | ωB97M-V/def2-TZVPD

Atoms and positions in Å:
H -0.89357 0.14918 -0.40726
C 1.65832 -0.17594 -0.61518
N 2.73698 -0.59056 0.02775
H 2.73845 -0.64747 1.03361
H -1.79351 0.20657 1.71207
N -1.96697 0.18061 -0.29418
O 0.57770 0.05160 -0.06389
C -2.44694 0.38266 0.86449
H 1.78759 0.07364 -1.67184
H 3.52004 -0.97528 -0.47300
H -3.43723 0.80744 0.98194
H -2.48087 0.53756 -1.09451

* HOMO level: -14.873 eV
* molecular weight: 75.09 g mol⁻¹
* maximum force: 1.549 eV Å⁻¹
* orbital gap: 10.16 eV
* energy relative to the best compared isomer or geometry (same formula, charge and spin): 61.0 kJ/mol
* E_LUMO: -4.708 eV
* total charge: +1

Here are the natural (NBO) charges for atoms 1 to 8, given in e: 0.472 0.561 -0.758 0.420 0.228 -0.586 -0.704 0.147

=====

C2H7N2O | ωB97M-V/def2-TZVPD

Atoms and positions in Å:
H 1.31230 0.54425 0.93007
O 0.23260 -0.65163 -2.52145
H -0.05186 -1.11608 1.79080
H -1.22876 0.61076 -0.89757
H 1.54370 -0.57173 -0.94094
N -0.58047 -0.34800 1.62422
N -0.22895 0.34102 -0.47497
C 0.51631 -0.33899 -1.28724
H -0.91560 0.01260 2.52557
C 0.22662 0.60162 0.89534
H -0.70105 -0.60869 -2.75717
H -0.12486 1.52487 1.11332

* HOMO level: -14.807 eV
* molecular weight: 75.09 g mol⁻¹
* maximum force: 3.975 eV Å⁻¹
* orbital gap: 10.65 eV
* energy relative to the best compared isomer or geometry (same formula, charge and spin): 160.6 kJ/mol
* E_LUMO: -4.161 eV
* total charge: +1

Here are the natural (NBO) charges for atoms 1 to 8, given in e: 0.209 -0.580 0.367 0.453 0.217 -0.808 -0.479 0.543

=====

Q: Which value of total charge does entry 6 give?
A: -2